C2H3Cl2NO | the ωB97M-V functional and the def2-TZVPD basis

XYZ file:
```
9
Properties=species:S:1:pos:R:3
O -2.24049 -0.25299 -0.43404
N -1.07682 0.44738 -0.24162
C -0.11320 -0.25921 0.00825
C 1.25596 0.14297 0.28371
Cl 2.39070 -0.99981 -0.39669
Cl 1.60467 1.75276 -0.33549
H -2.90739 0.36375 -0.23562
H -0.35785 -1.31729 0.02075
H 1.44443 0.12244 1.33076
```

Total energy ... -1128.31253 Ha
Orbital gap ... 11.3159 eV
Energy above the lowest of the compared OMol25 structures with the same formula, charge and spin ... 247.8 kJ/mol
Maximum force ... 3.853 eV/A

In the natural (NBO) picture, each atom carries the following charge in e:
1 O -0.55
2 N -0.10
3 C -0.01
4 C -0.26
5 Cl 0.01
6 Cl 0.01
7 H 0.48
8 H 0.19
9 H 0.24

C2H3Cl2NO | the ωB97M-V functional and the def2-TZVPD basis

XYZ file:
```
9
Properties=species:S:1:pos:R:3
C 0.10786 0.25678 -0.14609
C 1.24130 1.00954 -0.00363
N 2.43931 0.62847 0.17174
O 3.60921 0.75867 0.29519
Cl 5.75370 -1.01392 -0.04505
Cl 0.97908 2.72418 -0.01436
H 0.33890 -0.77423 0.10059
H -0.18370 0.10826 -1.18360
H -0.70456 0.61386 0.32771
```

Total energy ... -1128.20333 Ha
Orbital gap (alpha / beta) ... 8.7079 / 6.0968 eV
Energy above the lowest of the compared OMol25 structures with the same formula, charge and spin ... 534.5 kJ/mol
Maximum force ... 6.156 eV/A

In the natural (NBO) picture, each atom carries the following charge in e:
1 C -0.67
2 C 0.10
3 N 0.15
4 O -0.24
5 Cl -0.05
6 Cl -0.02
7 H 0.24
8 H 0.24
9 H 0.24

C2H3Cl2NO2 | the ωB97M-V functional and the def2-TZVPD basis

XYZ file:
```
10
Properties=species:S:1:pos:R:3
C -0.74542 -0.36708 0.17795
C -0.98195 0.60804 1.35309
N 0.20778 -0.25478 2.81845
O -0.00912 -1.41149 3.08267
O 1.10505 0.49009 3.15105
Cl -0.16203 2.10176 1.29235
Cl -2.57531 0.58147 1.81965
H 0.31445 -0.75888 0.17749
H -1.57278 -1.10591 0.06092
H -0.92467 0.31086 -0.73713
```

Total energy ... -1203.47679 Ha
Orbital gap (alpha / beta) ... 9.2189 / 9.2204 eV
Energy above the lowest of the compared OMol25 structures with the same formula, charge and spin ... 458.8 kJ/mol
Maximum force ... 3.605 eV/A

In the natural (NBO) picture, each atom carries the following charge in e:
1 C -0.68
2 C -0.08
3 N 0.50
4 O -0.36
5 O -0.35
6 Cl 0.11
7 Cl 0.12
8 H 0.25
9 H 0.25
10 H 0.24

C2H3Cl2NO2 | the ωB97M-V functional and the def2-TZVPD basis

XYZ file:
```
10
Properties=species:S:1:pos:R:3
C -0.49046 -0.91958 0.14240
C -1.65031 -0.30013 0.44362
Cl -2.49371 -0.44222 1.97194
N -2.47968 0.43111 -0.50865
O -1.99968 0.42564 -1.61498
O -3.57241 0.75850 -0.12462
H -0.00878 -1.35706 1.00580
H 0.13242 -0.90726 -0.70200
Cl -0.03388 2.88790 -1.20090
H -1.33270 3.01952 -1.26543
```

Total energy ... -1203.48788 Ha
Orbital gap ... 9.6929 eV
Energy above the lowest of the compared OMol25 structures with the same formula, charge and spin ... 429.7 kJ/mol
Maximum force ... 2.971 eV/A

In the natural (NBO) picture, each atom carries the following charge in e:
1 C -0.32
2 C 0.02
3 Cl 0.05
4 N 0.49
5 O -0.36
6 O -0.34
7 H 0.22
8 H 0.24
9 Cl -0.28
10 H 0.28

C2H3Cl2NO2 | the ωB97M-V functional and the def2-TZVPD basis

XYZ file:
```
10
Properties=species:S:1:pos:R:3
C 1.56436 0.01653 -0.01700
C -0.92906 0.47235 -0.45894
N -1.02040 -0.62045 0.46912
O -0.97746 -1.76247 -0.00807
O -0.93874 -0.39013 1.69650
Cl -1.32736 1.99792 0.27973
Cl -1.26040 0.28482 -2.11613
H 1.97704 1.02544 -0.30258
H 1.30410 -0.10982 0.98979
H 1.60794 -0.91420 -0.53244
```

Total energy ... -1203.36004 Ha
Orbital gap (alpha / beta) ... 8.1472 / 8.1726 eV
Expectation value of S² ... 2.01
Energy above the lowest of the compared OMol25 structures with the same formula, charge and spin ... 296.7 kJ/mol
Spin multiplicity ... 3
Maximum force ... 2.983 eV/A

In the natural (NBO) picture, each atom carries the following charge in e:
1 C -0.54
2 C 0.06
3 N 0.39
4 O -0.36
5 O -0.38
6 Cl 0.12
7 Cl 0.16
8 H 0.19
9 H 0.17
10 H 0.18

C2H3Cl2NOSi | the ωB97M-V functional and the def2-TZVPD basis

XYZ file:
```
10
Properties=species:S:1:pos:R:3
C 0.88629 1.92600 0.41587
C -1.20304 -0.40240 -0.09400
N 0.37070 2.91851 0.13237
O 1.44760 0.87615 0.73285
Si 0.56280 -1.07179 -0.17389
Cl 1.20927 -2.37472 1.15523
Cl 1.42350 -1.14840 -1.95227
H -1.70399 -0.68156 0.83137
H -1.17229 0.68844 -0.12233
H -1.82084 -0.73024 -0.92521
```

Total energy ... -1417.95795 Ha
Orbital gap ... 9.1916 eV
Energy above the lowest of the compared OMol25 structures with the same formula, charge and spin ... 142.5 kJ/mol
Maximum force ... 4.076 eV/A

In the natural (NBO) picture, each atom carries the following charge in e:
1 C 0.55
2 C -1.14
3 N -0.55
4 O -0.75
5 Si 1.62
6 Cl -0.28
7 Cl -0.29
8 H 0.27
9 H 0.30
10 H 0.26

Which value of maximum force does entry 1 give?
3.853 eV/A

maximum force of number 4 (C2H3Cl2NO2)?
2.971 eV/A

Among the records above, which one has the highest maximum force?
number 2